# 1
C36H37N7O2SW as an isolated structure. Source: the Open Molecules 2025 dataset; level of theory: ωB97M-V/def2-TZVPD.

Computed properties:
⟨S²⟩: 2.02
E_tot: -2392.6557 a.u.
ΔE to the lowest compared entry with this formula, charge and spin: 0.0 kcal/mol
E_LUMO (alpha / beta): -5.87 / -6.55 eV

Structure (ORCA input):
```
! wB97M-V def2-TZVPD RIJCOSX def2/J DEFGRID3
* xyz 2 3
W 0.28799 -0.22000 -0.37864
C 2.53898 3.40844 1.39633
C 3.63624 2.35058 1.52099
C 3.73525 1.85398 2.96314
C 3.44888 1.21936 0.53005
C 4.07542 1.25805 -0.70995
C 4.03595 0.18520 -1.59877
C 3.35594 -0.98064 -1.28349
C 3.44727 -2.19774 -2.15250
C 2.65915 -1.01833 -0.05503
C 2.72463 0.05984 0.84764
H 2.77172 4.26682 2.02648
H 1.58010 3.00624 1.73394
H 2.43033 3.76760 0.36969
H 4.58509 2.82621 1.25759
H 2.78136 1.45700 3.31898
H 4.00648 2.67797 3.62178
H 4.48910 1.07446 3.07150
H 4.66064 2.13308 -0.97106
H 4.59037 0.24695 -2.52783
H 4.40688 -2.69125 -1.98445
H 3.39894 -1.94012 -3.21089
H 2.66077 -2.91656 -1.92758
H 2.27422 -1.97153 0.29014
H 2.34022 -0.06830 1.85143
N -5.21081 -2.74971 4.83244
C -4.04757 -2.34368 4.27607
C -3.50641 -1.07887 4.58738
C -2.32892 -0.66119 4.01807
C -1.67557 -1.48682 3.09848
C -2.19248 -2.73902 2.77933
C -3.36366 -3.16547 3.36044
S -0.16462 -0.95361 2.45697
O 0.19684 -1.82279 1.27915
O 0.79859 -0.78535 3.49045
N -0.32738 0.33397 1.51566
C -0.52725 1.67567 1.49098
N -0.17869 2.05966 0.23617
C -0.38699 3.34214 -0.07167
C -0.88071 4.21901 0.87614
C -1.15799 3.71083 2.13984
N -0.99733 2.42686 2.45849
H -5.62205 -2.22337 5.58294
H -5.51845 -3.70039 4.72981
H -4.01686 -0.44103 5.29654
H -1.91608 0.30593 4.28033
H -1.66320 -3.39075 2.09602
H -3.75349 -4.14797 3.12855
H -0.15110 3.66479 -1.07610
H -1.03974 5.26104 0.64567
H -1.53158 4.35517 2.92651
C 1.77854 2.22108 -3.72446
C 1.58268 1.38013 -4.81868
C 1.06994 0.11483 -4.62757
C 0.72149 -0.30933 -3.34472
N 0.85971 0.54894 -2.29256
C 1.41703 1.76690 -2.48109
C 0.25961 -1.64848 -2.99172
C 0.06738 -2.64142 -3.95398
C -0.27122 -3.92274 -3.56179
C -0.41097 -4.21381 -2.21181
C -0.23582 -3.22710 -1.25072
C 0.09894 -1.92144 -1.61186
H 2.21422 3.20293 -3.83755
H 1.85174 1.70940 -5.81330
H 0.95213 -0.55467 -5.46546
H 1.57320 2.35464 -1.58882
H 0.18763 -2.43005 -5.00765
H -0.41587 -4.69533 -4.30389
H -0.65619 -5.22246 -1.90532
H -0.34197 -3.49215 -0.20707
N -1.96576 1.86288 -2.13599
C -2.61075 0.88349 -1.43421
C -4.01379 0.92765 -1.33661
C -4.68174 -0.03941 -0.63653
C -3.94934 -1.07186 -0.03971
C -2.58970 -1.04393 -0.15447
N -1.89653 -0.06500 -0.79663
H -2.55677 2.42932 -2.72344
H -1.07954 1.63485 -2.55057
H -4.54427 1.72720 -1.83506
H -5.76028 -0.01009 -0.56298
H -4.42466 -1.87679 0.50017
H -1.98745 -1.83051 0.27192
*
```

***

# 2
C36H37NOP2Tc as an isolated structure. Source: the Open Molecules 2025 dataset; level of theory: ωB97M-V/def2-TZVPD.

Computed properties:
⟨S²⟩: 3.79
E_tot: -2286.7417 a.u.
ΔE to the lowest compared entry with this formula, charge and spin: 0.0 kcal/mol
E_LUMO (alpha / beta): -7.66 / -8.40 eV

Structure (ORCA input):
```
! wB97M-V def2-TZVPD RIJCOSX def2/J DEFGRID3
* xyz 2 4
Tc 0.70939 1.55776 -0.53663
C 0.67767 0.91969 1.53912
C 1.37048 2.13913 1.46240
C 2.86427 2.22652 1.62726
C 3.65180 1.66844 0.42198
C 2.78069 1.25385 -0.75443
C 2.07075 0.00452 -0.67901
C 2.17334 -0.89635 0.54209
C 1.43317 -0.36650 1.77691
C 0.47240 1.25778 -2.60808
H -0.32553 0.95084 1.97913
H 0.83714 3.00395 1.84243
H 3.19201 1.74720 2.56820
H 3.12954 3.29292 1.72098
H 4.38315 2.42719 0.09764
H 4.24210 0.79608 0.73779
H 3.14575 1.54692 -1.75214
H 1.95922 -0.52348 -1.63143
H 3.22488 -1.13823 0.76841
H 1.72583 -1.86372 0.27287
H 0.74448 -1.14916 2.12686
H 2.14470 -0.22415 2.60223
H -0.51265 1.67910 -2.90600
H 0.46697 0.17852 -2.87185
H 1.25320 1.72880 -3.23970
P 2.80484 8.02009 -2.06935
P 3.96644 6.91777 -4.27660
C 4.58754 7.85373 -1.86398
C 5.17543 7.35880 -2.98914
C 2.55785 9.77604 -1.63317
C 3.47539 10.48737 -0.84976
C 3.26205 11.83868 -0.57925
C 2.13603 12.48568 -1.10293
C 1.23231 11.78314 -1.91769
C 1.44118 10.43164 -2.18811
C 2.15004 7.10247 -0.63687
C 2.12593 5.70909 -0.80798
C 1.57255 4.90997 0.17954
C 1.18091 5.45985 1.40488
C 1.21579 6.84463 1.57719
C 1.65814 7.67392 0.54372
C 4.74068 7.80310 -5.72709
C 4.69738 9.21431 -5.78116
C 5.40640 9.90468 -6.77193
C 6.16240 9.20225 -7.72236
C 6.17111 7.80377 -7.69993
C 5.45423 7.11331 -6.71633
C 4.47055 5.18513 -4.54702
C 3.72255 4.42645 -5.46925
C 4.16070 3.15316 -5.82474
C 5.32576 2.62509 -5.24838
C 6.02193 3.34995 -4.27719
C 5.57495 4.61634 -3.90475
H 5.07159 8.13912 -0.92855
H 6.24391 7.24455 -3.20178
H 4.36730 10.00970 -0.45167
H 3.98714 12.37903 0.03463
H 1.97164 13.54512 -0.88957
H 0.37028 12.29513 -2.34895
H 0.75150 9.87727 -2.82670
H 2.50754 5.26481 -1.72868
H 1.41323 3.84789 -0.04434
H 0.84033 4.82624 2.22425
H 0.87749 7.25866 2.52446
H 1.61948 8.75543 0.65533
H 4.12575 9.76639 -5.03004
H 5.39332 10.99821 -6.80530
H 6.75416 9.74058 -8.46670
H 6.75183 7.24799 -8.43990
H 5.47849 6.02464 -6.70692
H 2.81055 4.84769 -5.89472
H 3.59818 2.57035 -6.55481
H 5.69059 1.64443 -5.55553
H 6.91555 2.94149 -3.80397
H 6.10127 5.15751 -3.12282
O -1.84770 -1.69270 -0.19224
C -1.35980 -0.61423 -0.32094
N -0.87496 0.48302 -0.44944
*
```

***

# 3
C36H37NP2RuS as an isolated structure. Source: the Open Molecules 2025 dataset; level of theory: ωB97M-V/def2-TZVPD.

Computed properties:
⟨S²⟩: 6.04
E_tot: -2623.7696 a.u.
ΔE to the lowest compared entry with this formula, charge and spin: 13.0 kcal/mol
E_LUMO (alpha / beta): -5.89 / -8.40 eV

Structure (ORCA input):
```
! wB97M-V def2-TZVPD RIJCOSX def2/J DEFGRID3
* xyz 2 5
Ru -5.12939 -2.77877 1.46470
C -4.90656 -5.02505 2.01689
C -3.70784 -4.29405 2.03015
C -2.65814 -4.37040 0.95078
C -2.79300 -3.32533 -0.18916
C -4.15915 -2.80129 -0.42736
C -5.30225 -3.63004 -0.48602
C -5.24664 -5.14823 -0.51295
C -5.37173 -5.84504 0.85383
C -5.92343 -0.98966 1.04838
H -5.39622 -5.26914 2.96709
H -3.33235 -3.99230 3.01494
H -2.56709 -5.39371 0.55013
H -1.70714 -4.14941 1.46026
H -2.13676 -2.48269 0.06187
H -2.39587 -3.74687 -1.12214
H -4.23950 -1.81394 -0.86545
H -6.22393 -3.22876 -0.91969
H -4.35625 -5.49968 -1.06039
H -6.12988 -5.47055 -1.08962
H -6.43327 -6.10755 1.01511
H -4.81782 -6.79886 0.83253
H -6.76304 -0.69405 1.70096
H -6.20664 -0.89868 -0.01395
H -5.08970 -0.28618 1.24597
P 3.10472 2.00796 1.35333
P 1.85135 3.30634 -1.46302
C 3.62351 1.47164 -0.29657
C 3.10885 2.00448 -1.44132
C 4.71535 2.03177 2.26860
C 5.83518 1.27436 1.88311
C 7.00043 1.29690 2.65637
C 7.06876 2.08989 3.81021
C 5.96756 2.87381 4.18137
C 4.80168 2.86287 3.41213
C 2.30264 0.47563 1.96638
C 1.06448 0.14772 1.37714
C 0.41611 -1.03178 1.74350
C 0.99277 -1.89374 2.68703
C 2.21247 -1.55092 3.28124
C 2.86083 -0.36086 2.94039
C 2.70950 4.46044 -2.66628
C 3.86484 5.12356 -2.19838
C 4.63190 5.90939 -3.06388
C 4.24971 6.05297 -4.40554
C 3.08546 5.42765 -4.86958
C 2.30611 4.65265 -3.99779
C 0.56798 2.56366 -2.53076
C -0.71498 3.15311 -2.47881
C -1.72117 2.68610 -3.32158
C -1.47385 1.62970 -4.20862
C -0.20617 1.03369 -4.23637
C 0.80803 1.48216 -3.38657
H 4.38969 0.68930 -0.34340
H 3.52255 1.73649 -2.42339
H 5.80909 0.65801 0.98981
H 7.85500 0.68707 2.35416
H 7.97374 2.09514 4.41500
H 6.01709 3.49736 5.08168
H 3.95084 3.48254 3.69040
H 0.63130 0.81392 0.62840
H -0.54495 -1.28258 1.29357
H 0.48834 -2.82561 2.95656
H 2.66413 -2.21421 4.01844
H 3.80450 -0.09415 3.41817
H 4.17820 4.99765 -1.16052
H 5.53562 6.40462 -2.69574
H 4.85822 6.65287 -5.08757
H 2.78215 5.53517 -5.91447
H 1.40041 4.17486 -4.37540
H -0.89764 3.98203 -1.79570
H -2.70666 3.15524 -3.29416
H -2.26245 1.27342 -4.87185
H -0.00257 0.21553 -4.92805
H 1.78510 1.00287 -3.40971
S -6.64462 -3.02692 3.13333
C -7.86202 -4.02783 2.55836
N -8.76557 -4.72366 2.23950
*
```

***

Number 1: largest force on an atom 0.64 eV/A. Number 2: largest force on an atom 4.60 eV/A. Number 3: largest force on an atom 3.12 eV/A.